Entry 1:
Formula: C20H20F2N2O2
Source: OMol25
Level of theory: ωB97M-V/def2-TZVPD

ORCA input file:
```
! RIJCOSX wB97M-V def2-TZVPD def2/J DEFGRID3
* xyz 0 1
C 4.73604 -2.84986 2.19402
C 3.92487 -2.00950 1.08070
C 2.50075 -2.47659 0.96696
O 2.13306 -3.31657 1.90972
C 1.78421 -1.81015 0.20364
C 2.08790 -1.03435 -0.72560
C 1.13504 -0.59397 -1.57110
C -0.02420 -0.82299 -1.85791
C -0.37524 -1.89622 -0.96124
C 0.36481 -2.39401 0.01515
H 0.09905 -3.33664 0.47659
F -1.57787 -2.48540 -1.04823
N -0.96943 -0.24059 -2.61075
C -0.61506 0.56586 -3.80503
H 0.53694 0.47156 -4.03742
C -0.76170 1.90948 -3.05963
N -1.20492 1.98345 -1.59096
C -0.26338 2.14551 -0.69165
O 0.88231 2.68736 -1.14948
C -0.75707 1.90660 0.62465
C 0.02837 1.09902 1.44522
C -0.46797 0.69576 2.72864
C -1.45883 1.65321 3.17865
C -2.13281 2.52437 2.50553
C -1.48988 2.94672 0.98764
H -2.19980 3.64775 0.52492
H -2.83223 3.39050 3.12239
F -1.78900 1.58238 4.39621
H -0.00699 0.04848 3.46399
H 0.63017 0.43794 1.05899
C -2.34400 1.26274 -1.65925
H -3.09796 1.96661 -1.85644
H -2.53751 1.03935 -0.52463
C -2.35595 -0.02986 -2.23449
H -2.80564 -0.87357 -1.70227
H -3.00572 -0.01377 -3.47032
H -1.35522 2.74177 -3.71918
H 0.04376 2.38091 -3.12661
H -1.22076 0.46537 -4.63544
H 1.57855 0.15762 -2.44716
H 2.91968 -0.62152 -0.73788
H 4.38685 -2.59001 0.13509
H 4.08586 -1.11262 1.35209
H 4.40066 -2.64401 3.32455
H 4.94880 -3.94378 1.98868
H 5.76050 -2.34785 2.20868
*
```

Properties
HOMO level in eV: -8.693
Maximum force in eV Å⁻¹: 16.73
Energy above the lowest of the compared OMol25 structures with the same formula, charge and spin in kcal per mole: 373.9
E_LUMO in eV: -0.446
Gap between HOMO and LUMO in Ha: 0.3031



Entry 2:
Formula: C20H20F5LiN2O3STe
Source: OMol25
Level of theory: ωB97M-V/def2-TZVPD

ORCA input file:
```
! RIJCOSX wB97M-V def2-TZVPD def2/J DEFGRID3
* xyz 0 1
Li -0.12993 -0.07986 -1.20106
C -1.27480 -3.86364 0.00360
C -1.58066 -2.51934 -0.60072
O -1.01042 -1.50645 -0.20788
N -2.50538 -2.49699 -1.57999
C -2.78122 -1.31740 -2.38412
C -1.80566 -1.13727 -3.52600
C -2.23825 -0.72289 -4.77543
C -1.29567 -0.51673 -5.77020
C 0.03854 -0.73821 -5.48203
C 0.37553 -1.14858 -4.20332
N -0.52067 -1.34639 -3.23880
H -1.01909 -3.72302 1.05142
H -0.40200 -4.27408 -0.50662
H -2.10088 -4.56719 -0.08976
H -2.81161 -3.38388 -1.94362
H -2.73475 -0.43510 -1.74291
H -3.79824 -1.39935 -2.76478
H -3.29139 -0.55732 -4.96114
H -1.60000 -0.18282 -6.75352
H 0.81045 -0.57079 -6.21928
H 1.41170 -1.30010 -3.92831
F -0.37657 4.06151 -3.05300
Te 0.35568 2.50441 -2.34038
F 1.35141 0.84416 -2.14758
F 2.05513 3.25571 -2.32258
F 0.27231 3.37475 -0.67532
F 0.67279 2.12706 -4.15057
O -1.08160 1.51312 -2.00023
O 0.78266 0.89535 0.37547
S 0.06193 1.25569 1.63951
C 0.09286 -0.20295 2.67329
C 1.18699 -1.05325 2.64336
C 1.16509 -2.19934 3.41989
C 0.05832 -2.48436 4.21385
C -1.03349 -1.62988 4.22809
C -1.02229 -0.48242 3.44464
C 1.25346 2.23959 2.55169
C 0.97862 2.66958 3.84201
C 1.90804 3.45845 4.49827
C 3.09030 3.81818 3.86161
C 3.34329 3.39327 2.56688
C 2.41895 2.59980 1.89861
H 2.02990 -0.81972 2.00483
H 2.01106 -2.87433 3.41028
H 0.04837 -3.38101 4.82013
H -1.89744 -1.85912 4.83797
H -1.87680 0.18325 3.42233
H 0.05335 2.38638 4.33010
H 1.70997 3.79787 5.50648
H 3.81135 4.43924 4.37687
H 4.25708 3.68479 2.06630
H 2.58366 2.27162 0.88168
*
```

Properties
HOMO level in eV: -9.151
Maximum force in eV Å⁻¹: 0.57
Energy above the lowest of the compared OMol25 structures with the same formula, charge and spin in kcal per mole: 3.2
E_LUMO in eV: 0.286
Gap between HOMO and LUMO in Ha: 0.3468